# 1
93
Properties=species:S:1:pos:R:3:forces:R:3 method="wB97M-V/def2-TZVPD" multiplicity=1 charge=-2
Pb 10.44758 14.82376 9.67082 -0.3 -1.0 -0.4
C 15.26382 15.50104 15.51919 0.5 1.6 0.8
Sb 14.94614 16.11262 13.40291 0.4 -0.2 0.6
C 14.54780 14.04258 13.04851 0.6 0.3 -0.2
C 13.15623 13.99437 13.05970 -0.9 1.1 0.3
C 12.34018 12.89293 12.72781 -0.5 -0.4 -0.5
C 10.98852 12.90744 12.92047 0.2 -0.8 0.2
C 10.38477 14.00621 13.48987 0.2 1.1 0.3
C 11.18660 15.12067 13.72623 -0.5 -0.7 -0.7
N 12.47593 15.15708 13.46776 1.0 -0.4 0.4
Si 15.45523 12.47432 12.90914 -0.3 -0.3 -0.2
C 14.58681 11.00908 13.84744 0.4 0.6 0.2
C 15.47145 11.86902 11.10589 0.3 -1.3 1.1
C 17.25517 12.55209 13.53878 -0.4 -1.7 -0.7
C 17.29008 16.80264 12.83728 0.7 0.1 0.6
C 17.65274 15.86927 11.71978 0.6 -1.1 1.4
C 18.79571 15.04203 11.70200 -0.5 -1.6 -2.2
C 18.91055 14.07391 10.64908 0.3 0.6 0.7
C 17.94960 13.96594 9.64316 0.4 -0.3 0.2
C 16.89745 14.83458 9.76965 -1.5 1.9 -1.2
N 16.75897 15.72087 10.76444 -0.9 0.1 -1.4
Si 18.50769 16.86460 14.28624 -0.6 0.9 0.3
C 17.99100 18.22290 15.65059 -0.8 -1.3 -0.6
C 18.75940 15.37788 15.37816 0.7 -1.1 0.4
C 20.28620 17.19947 13.71963 2.6 2.0 0.3
Si 17.30485 18.52724 12.04362 -0.7 -1.0 -1.7
C 18.47568 18.36040 10.52101 0.3 1.1 -0.1
C 18.07075 20.02345 12.82082 0.0 0.0 2.7
C 15.60274 19.12854 11.38647 -0.6 0.7 2.5
H 15.47147 16.32555 16.30193 0.0 -1.2 -1.2
H 15.93824 14.63868 15.60836 -0.1 0.4 -0.1
H 14.26992 15.15033 15.72389 -0.6 -0.3 0.1
H 12.69126 12.02754 12.20719 0.6 -0.2 -0.1
H 10.44963 12.00368 12.65141 -0.2 0.2 -0.1
H 9.35030 14.10468 13.69332 -0.9 -0.2 0.1
H 10.67016 16.00793 14.07630 0.4 0.4 0.1
H 14.06820 11.33186 14.75757 -0.3 0.2 -0.3
H 15.32264 10.31304 14.23604 0.4 -0.3 -0.2
H 13.91736 10.46555 13.17749 -0.1 0.1 0.2
H 16.15820 10.99793 11.02857 -0.4 0.3 -0.2
H 15.82681 12.63251 10.47700 0.6 1.0 -0.8
H 14.47928 11.60789 10.74507 -0.1 -0.2 0.1
H 17.34339 12.26433 14.58476 0.1 -0.4 0.0
H 17.67761 13.49290 13.48125 0.4 2.3 -0.2
H 17.93565 11.98492 12.85760 -0.5 -0.2 0.7
H 19.51448 15.03038 12.48361 0.6 0.2 0.4
H 19.76216 13.38992 10.54966 -0.1 0.4 0.5
H 17.99084 13.20404 8.84319 0.1 0.6 0.6
H 16.12499 15.00234 8.94316 0.9 -0.8 1.3
H 16.93602 18.51112 15.53406 0.0 -0.3 -0.1
H 18.48918 19.17262 15.65933 0.8 0.3 0.0
H 18.04545 17.72593 16.63715 0.2 0.3 -0.3
H 19.72284 15.69589 15.93304 -1.4 -0.9 -0.7
H 18.85517 14.36412 14.83109 0.2 1.7 1.0
H 17.92798 15.29122 16.10636 0.6 0.0 -0.3
H 21.10802 16.57091 14.11607 -0.8 -0.5 0.1
H 20.75722 18.19316 14.05467 -1.2 -0.8 0.0
H 20.57325 17.27991 12.66953 -0.7 -0.3 -0.3
H 18.01887 17.98008 9.61875 -0.2 -0.9 0.0
H 19.40799 17.83915 10.79072 -0.4 -0.2 -0.3
H 18.80825 19.33822 10.12830 -0.1 0.2 0.6
H 19.14681 19.99029 12.98912 0.1 -0.3 -0.3
H 17.68080 20.30072 13.84844 0.0 -0.1 -1.3
H 17.86186 20.78553 12.10202 -0.2 0.8 -0.3
H 14.93924 18.39547 10.95004 0.1 -0.4 -0.1
H 15.80644 19.88288 10.65762 0.1 0.7 -0.6
H 14.97441 19.65028 12.23519 1.2 -1.0 -1.5
I 5.78289 6.62811 9.77101 0.0 0.0 -0.1
C 6.89618 8.39623 9.65807 1.4 -0.6 -0.2
C 8.29762 8.33528 9.44028 -1.0 -1.4 -0.3
C 8.98029 9.51744 9.39997 0.4 -0.9 -0.1
C 8.34991 10.70714 9.59250 0.6 1.9 1.1
C 7.01246 10.77821 9.87302 0.5 0.2 -0.1
C 6.28412 9.59514 9.87312 -0.7 1.1 0.1
C 9.31433 11.89270 9.82576 -1.7 1.3 -0.4
O 10.48583 11.61228 9.88939 1.9 -0.2 0.1
O 8.82004 13.08310 9.93517 0.0 -0.7 0.4
H 8.80673 7.35930 9.27324 -0.5 0.9 0.3
H 10.04167 9.58899 9.33968 0.6 -0.3 -0.3
H 6.66444 11.76688 10.15764 -0.5 -0.2 -0.2
H 5.23438 9.69311 10.03891 -0.6 -0.4 0.2
F 11.15018 13.56554 6.74748 -0.2 0.0 0.1
C 9.95427 14.01130 7.34266 1.0 0.6 1.1
F 9.11130 12.93986 7.33048 -0.1 0.0 -0.7
C 9.44510 15.05695 6.36035 -1.9 -1.4 -0.2
F 9.53666 14.55510 5.08843 0.0 0.8 0.0
F 10.10647 16.20452 6.42496 -0.1 0.0 -0.2
F 8.08303 15.28402 6.54751 1.7 0.1 -0.1
C 7.55490 15.95459 9.55138 -0.6 1.8 -1.0
O 8.89914 16.25363 9.35428 0.1 -0.3 0.5
H 7.00511 16.80890 9.04822 0.0 -0.8 0.4
H 7.22868 15.97034 10.59703 0.1 -0.2 0.2
H 7.20507 15.03534 9.08428 0.1 -0.3 0.0

***

# 2
89
Properties=species:S:1:pos:R:3:forces:R:3 method="wB97M-V/def2-TZVPD" multiplicity=1 charge=+1
C 5.28581 -1.62060 1.51282 0.1 -0.7 0.2
C 6.60872 -1.51106 0.60824 -0.1 0.4 0.1
C 7.88416 -1.75086 1.56427 -0.8 -0.4 0.0
C 6.72165 -0.09589 -0.20794 -1.6 -1.0 -0.8
C 5.23712 0.14362 -0.82727 -1.0 0.4 -1.2
C 4.22076 1.15788 -0.16573 -0.7 -2.7 -2.8
C 4.74697 1.96560 1.10365 0.7 0.7 -0.9
C 5.73231 3.16690 0.58169 -0.4 0.1 -0.1
C 4.84856 4.18054 -0.29829 -1.1 2.4 1.9
N 4.70897 3.91017 -1.74882 0.4 0.1 1.2
O 4.26361 5.15356 0.26031 1.9 -3.7 -2.0
C 2.81401 1.27658 -0.81126 1.0 -1.0 -1.4
C 1.69919 2.26575 -0.16820 0.0 -1.2 -0.3
C 1.40600 1.76623 1.33859 0.1 1.2 0.4
C -0.12882 1.41504 1.64338 0.9 -0.8 0.7
C -0.54123 0.09960 0.80591 0.0 0.1 0.9
C -1.40560 -0.86407 1.76521 -0.4 0.1 0.0
C -2.89530 -0.32510 2.07446 0.4 0.2 0.1
C -3.74258 0.04972 0.74080 0.3 -0.4 0.4
C -5.07883 -0.85581 0.64615 0.7 -0.6 -0.3
Si -6.72043 0.09796 0.88718 0.4 0.4 -0.5
C -7.73577 -0.89239 2.22910 -0.9 -1.2 0.1
C -6.52033 1.87035 1.59171 0.1 0.7 0.9
C -7.63923 0.18054 -0.80065 -2.3 0.5 -3.5
C -8.80024 1.24851 -0.99367 0.2 -1.8 -3.0
C -9.59742 1.36416 -2.32681 2.4 -2.0 0.7
C -9.27701 0.42848 -3.56276 2.2 -0.4 3.7
C -8.13524 -0.62512 -3.38046 -0.4 2.1 3.0
C -7.32941 -0.72508 -2.03942 -2.9 1.8 -1.1
C 2.40221 0.46228 -2.10022 4.2 -1.0 1.4
C 3.45698 -0.50707 -2.68242 1.4 0.9 1.7
C 4.89157 -0.68087 -2.09356 -2.8 2.8 1.8
C 5.73211 -1.71658 -2.96162 0.3 1.6 1.1
O 6.95378 -1.98487 -2.91520 -4.7 0.5 -0.3
N 4.70308 -2.24151 -3.87911 0.7 -1.4 1.0
C 4.65688 -3.72123 -3.77179 1.4 -1.7 -1.5
O 3.89445 -4.19435 -2.61390 1.2 1.1 -0.8
N 2.66442 -4.60769 -3.08240 -2.4 1.3 1.1
O 1.79854 -4.11907 -2.41987 1.2 -1.4 -1.0
C 3.42402 -1.51114 -3.91757 -1.4 0.1 -0.8
O 2.57058 -1.73200 -4.80606 2.9 0.8 3.5
H 5.08889 -0.72450 2.19364 0.4 -1.1 -1.0
H 5.44071 -2.52738 2.21529 -0.4 1.4 -1.1
H 4.34574 -1.81863 0.88891 1.4 0.3 0.9
H 6.50234 -2.31367 -0.21901 0.5 1.1 1.5
H 8.86809 -1.55726 1.00966 -1.4 -0.3 1.0
H 7.77822 -1.10168 2.51799 0.3 -0.8 -1.7
H 7.82716 -2.84356 1.94504 0.3 1.7 -0.7
H 7.06829 0.76672 0.45223 -0.5 -1.3 -1.0
H 7.39272 -0.25977 -1.13760 -0.8 0.4 1.8
H 3.93705 2.48478 1.71634 0.9 -1.0 -1.0
H 5.40390 1.34218 1.81782 -1.3 0.7 -1.3
H 6.15969 3.65514 1.53526 -0.9 -0.4 -1.7
H 6.60739 2.77390 -0.04152 -1.4 0.4 0.8
H 5.19708 4.65334 -2.27811 -0.6 -0.5 0.4
H 3.71101 3.87497 -2.00370 0.7 0.4 0.2
H 2.02964 3.36109 -0.24382 -0.4 -1.6 0.4
H 0.68931 2.19347 -0.73316 1.9 0.0 0.5
H 1.78561 2.61006 2.03844 -0.8 -1.5 -0.9
H 2.04088 0.83668 1.53900 -1.0 1.3 -0.2
H -0.85357 2.29678 1.53450 1.1 -1.2 -0.2
H -0.17368 1.11518 2.76364 0.1 0.6 -1.7
H 0.39930 -0.50056 0.50262 -1.4 1.2 0.4
H -1.09105 0.45274 -0.13067 0.7 -0.9 1.2
H -1.48648 -1.92628 1.33389 0.1 1.6 0.5
H -0.86204 -0.96594 2.78431 -0.8 0.2 -1.7
H -3.40377 -1.14359 2.71204 0.6 1.3 -1.1
H -2.86199 0.61426 2.75016 0.2 -1.5 -1.1
H -3.14537 -0.13442 -0.22508 -0.7 0.2 1.6
H -3.93730 1.17809 0.78594 0.0 -1.7 -0.2
H -5.01997 -1.71826 1.41538 -0.1 1.4 -1.2
H -5.08218 -1.36831 -0.38538 -0.1 0.7 1.6
H -8.78940 -0.46968 2.37812 1.5 -0.6 -0.1
H -7.09327 -0.86871 3.17460 -0.6 0.1 -1.0
H -7.78702 -1.98700 1.85104 0.0 1.8 0.7
H -6.11016 1.77238 2.67189 -0.6 0.2 -1.7
H -5.76164 2.48878 1.00089 -1.2 -0.8 0.8
H -7.51556 2.44962 1.68438 1.6 -0.9 -0.3
H -9.03759 1.93868 -0.10295 0.3 -1.2 -1.7
H -10.43874 2.14227 -2.41061 1.5 -1.4 0.1
H -9.84778 0.50233 -4.55737 1.0 -0.1 1.9
H -7.86566 -1.34364 -4.22012 -0.4 1.2 1.3
H -6.51962 -1.52434 -1.99906 -1.3 1.3 0.0
H 1.37807 0.52072 -2.59105 1.6 0.1 0.9
H 4.24586 -4.24460 -4.71180 0.3 1.2 1.4
H 5.72522 -4.14403 -3.63560 -1.7 1.2 -0.1
O -6.41644 -2.69142 4.69895 -2.1 0.7 3.0
V -7.57963 -2.14013 5.86791 -1.2 1.2 -0.6
O -8.72130 -1.62787 7.06823 3.3 -1.8 -2.7

***

no.,highest occupied orbital energy (eV),DFT total energy (a.u.),gap between HOMO and LUMO (eV)
1,-1.36,-3680.25028,4.50
2,-10.25,-3169.77653,1.08